[1]
125
Properties=species:S:1:pos:R:3:mulliken_charge:R:1 method="wB97M-V/def2-TZVPD" total_charge=+3 e_above_lowest_kj_mol=92.1
Pb 0.893 -0.178 -1.663 1.3692
Ge -2.843 -0.784 0.375 0.4281
Ge -0.272 1.891 2.612 -0.3860
Si 2.463 0.576 3.138 -3.0358
O 3.098 0.869 -2.414 -0.5491
O 2.077 -0.255 4.464 0.7402
O 1.099 0.673 2.156 1.0044
O -0.646 -1.022 0.542 1.2959
O 2.961 2.011 3.661 0.0196
O 3.634 -0.184 2.209 0.1645
N -0.306 -2.976 -3.163 -1.0281
N 1.455 -2.653 -1.617 -0.2707
N -0.559 1.138 -3.374 0.1234
N -0.384 -1.599 -3.182 0.6075
N 2.570 -4.523 -0.797 0.1387
C -1.252 0.369 -4.231 0.8817
C -0.097 -1.133 5.056 -1.6616
C 2.367 -3.225 -0.867 -0.8014
C -2.068 0.907 -5.203 -0.7834
C -2.094 1.192 2.491 -0.1619
C 1.961 -1.828 6.247 -1.7366
C -4.994 2.083 2.194 -0.3540
C 4.576 3.754 4.054 -1.7164
C 2.016 -6.799 -1.442 -0.9126
C 5.818 -1.118 1.532 -1.6822
C 0.605 -3.464 -2.382 0.1187
C -0.140 2.359 4.490 0.2977
C -7.243 1.264 1.869 -0.5653
C 0.175 -7.155 -2.957 -0.8457
C -1.472 3.086 -4.419 -0.7904
C 2.227 4.298 3.495 -1.2255
C 5.008 -0.570 2.710 1.9458
C -0.662 2.466 -3.477 -0.2613
C -4.181 -3.305 -0.078 -1.1718
C -6.745 0.024 1.496 -0.5994
C -0.800 3.708 4.834 -1.4599
C -3.231 -0.177 -1.424 0.3261
C 1.213 -7.653 -2.167 -0.4783
C 5.736 0.643 3.275 -1.6537
C -3.014 0.564 1.753 0.0991
C -5.373 -0.179 1.479 -0.5173
C -2.899 -2.715 0.528 -0.7119
C -0.053 -5.799 -3.027 -0.3918
C -1.098 -1.098 -4.106 -0.7115
C 1.784 -5.434 -1.523 0.2262
C -4.477 0.834 1.837 0.1278
C -0.927 4.480 1.465 -1.1559
C -2.186 2.293 -5.297 -0.4785
C -0.206 3.161 1.135 -0.1868
C 4.908 -1.628 3.811 -1.4842
C 3.698 3.323 1.731 -1.1572
C -4.748 0.000 -1.637 -1.5212
C 1.384 -1.436 4.900 1.8341
C 1.561 -2.571 3.892 -1.2724
C 3.372 3.331 3.225 1.6814
C 0.763 -4.915 -2.311 0.8696
C -6.366 2.291 2.217 -0.8076
H -0.240 4.560 4.442 0.2975
H -8.316 1.436 1.885 0.4301
H -2.601 0.252 -5.887 0.4803
H -0.683 2.665 0.286 0.5086
H 5.197 -1.613 0.793 0.0158
H -0.250 -0.380 5.832 0.3573
H -1.523 4.167 -4.463 0.4586
H 0.838 3.353 0.879 0.0872
H 4.703 4.837 3.998 0.4976
H 1.343 4.032 2.903 -0.1941
H 1.426 -2.691 6.653 0.4189
H -2.582 1.881 3.202 0.4003
H 1.864 -0.993 6.945 0.3563
H -4.151 -4.392 -0.005 0.4869
H 4.413 3.485 5.102 0.3145
H -2.704 0.764 -1.604 0.4275
H -0.627 -2.039 5.358 0.6137
H 3.275 1.687 -2.906 0.2846
H -1.826 3.774 4.460 0.3239
H 2.592 -2.937 3.888 0.1292
H 6.374 -0.327 1.023 0.4072
H -0.849 3.814 5.919 0.4136
H 3.822 4.348 1.372 0.5009
H -2.824 -0.934 -2.096 0.0879
H -0.666 1.558 5.003 0.6539
H -4.325 2.904 2.431 0.3805
H 0.907 2.329 4.794 0.3696
H 0.005 -0.385 0.972 -0.4437
H 3.634 0.869 -1.610 0.3218
H 6.757 0.356 3.538 0.6071
H 4.569 -2.600 3.427 0.3010
H 4.227 -1.300 4.599 0.0999
H 3.303 -4.880 -0.204 0.3015
H 2.882 2.847 1.173 -0.1268
H -5.157 0.783 -0.998 0.3638
H 2.821 -7.184 -0.823 0.4274
H -0.421 5.024 2.263 0.2694
H -6.757 3.264 2.497 0.4571
H -2.021 -3.059 -0.029 0.4363
H 0.908 -3.406 4.159 0.5748
H 1.392 -8.721 -2.119 0.4372
H -2.786 -2.996 1.575 0.4473
H -0.479 -1.887 0.946 0.0159
H 6.556 -1.834 1.895 0.4378
H -1.594 -1.747 -4.827 0.4105
H 4.629 2.784 1.531 0.1893
H -4.934 0.282 -2.675 0.4728
H 5.239 1.019 4.174 0.2351
H -0.453 -7.839 -3.516 0.4577
H -0.070 3.059 -2.780 0.4713
H -4.986 -1.172 1.215 0.2926
H -7.424 -0.778 1.225 0.4520
H 3.022 -2.083 6.164 0.3852
H 5.897 -1.773 4.255 0.5608
H 5.505 3.289 3.710 0.3352
H -1.963 4.313 1.781 0.1683
H 2.528 5.312 3.219 0.6984
H 1.302 -2.222 2.878 0.0433
H -2.828 2.740 -6.047 0.4855
H -4.285 -3.050 -1.136 0.2643
H -0.954 5.133 0.590 0.4078
H 1.965 4.293 4.557 0.3782
H -0.530 -0.774 4.112 0.0093
H 2.991 -2.594 -0.252 0.7143
H -5.303 -0.920 -1.440 0.2721
H -0.851 -5.391 -3.635 0.4834
H -5.077 -2.970 0.446 0.4412
H 5.795 1.448 2.535 0.1633



[2]
129
Properties=species:S:1:pos:R:3:mulliken_charge:R:1 method="wB97M-V/def2-TZVPD" total_charge=+1
Br -2.749 -4.178 2.756 -0.0654
Br -1.756 -6.035 0.001 -0.0389
S -0.128 0.109 0.552 1.2451
F -4.311 -4.411 0.599 -0.2276
F 0.167 2.737 0.632 -0.1824
F -0.998 2.018 -1.003 -0.1901
F -2.355 -3.779 -1.330 -0.3453
F -3.437 -2.455 0.781 -0.1750
F 1.120 1.787 -1.083 -0.1640
O -1.312 -0.459 -0.006 -0.6551
O -0.277 0.333 1.955 -0.6431
O 3.201 3.252 0.954 -0.3256
O 4.368 3.442 2.869 -0.4829
O 3.950 1.683 -0.478 -0.1496
N 2.411 -2.763 -0.493 0.6640
N 3.625 -2.392 -0.157 -1.1215
N 5.227 -0.403 2.089 -0.3693
C -9.551 -2.200 1.994 -0.5450
C 3.167 -0.622 -7.450 -0.4356
C 2.573 -0.406 0.719 -0.7381
C -3.200 -3.765 0.905 0.4621
C 2.033 3.527 3.224 -0.9971
C 3.715 -1.253 0.445 0.7074
C 4.376 -0.134 -8.241 -1.1656
C -3.587 -0.919 5.060 -0.4378
C -9.763 -0.951 1.140 -0.7117
C 7.281 3.588 -2.791 -1.0171
C -8.516 -2.004 3.098 -0.8591
C -5.914 0.181 4.890 -0.2329
C 0.063 1.790 -0.269 0.8166
C 2.617 0.423 -6.480 -1.0916
C 7.403 -0.729 0.350 -0.3791
C 1.347 -0.882 0.293 1.5660
C 5.847 3.205 -3.115 1.4795
C -4.995 -0.967 4.468 -0.2386
C -2.797 0.314 4.632 -1.1762
C 3.010 -0.986 -3.717 -1.0320
C 3.588 0.855 -5.380 -0.2778
C -6.118 0.327 6.397 -0.5282
C 6.463 -0.098 2.426 -0.4479
C -0.764 -3.351 0.399 -0.7056
C 0.015 -2.782 -0.804 -1.8872
C -6.785 -0.887 7.035 -1.1321
C 8.286 1.732 -4.201 0.0715
C 7.568 -0.255 1.633 -0.6175
C 2.720 0.895 1.433 -1.2355
C 3.372 1.961 0.541 0.0425
C 5.276 3.919 -4.337 -1.5260
C -2.032 -4.092 -0.063 0.4562
C 8.635 0.861 -2.998 -0.9840
C 6.113 -1.027 -0.054 -0.6118
C 4.111 -0.278 -4.501 0.2009
C 8.295 3.222 -3.864 -0.8555
C 1.285 -2.140 -0.337 -0.2463
C -11.629 0.039 2.620 -0.3661
C 3.274 3.420 2.369 0.7553
C -10.301 0.265 1.897 -0.5697
C 5.104 -0.847 0.855 0.2037
C -12.778 -0.303 1.677 -1.2253
H -10.439 -1.197 0.316 0.3348
H -6.887 0.034 4.414 -0.1174
H 5.831 3.675 -5.245 0.3138
H 6.617 0.296 3.427 0.4319
H -5.456 -1.922 4.737 0.3091
H 9.290 3.516 -3.517 0.3928
H 8.119 3.798 -4.776 0.3345
H 5.918 -1.410 -1.046 0.4057
H -10.419 1.090 1.188 0.4016
H -3.626 -0.970 6.151 0.3340
H -0.591 -2.088 -1.384 0.4584
H -6.934 -0.724 8.104 0.3942
H -2.704 0.359 3.545 0.1913
H -11.884 0.952 3.164 0.3743
H 5.767 2.122 -3.251 -0.8758
H -7.762 -1.075 6.585 0.2355
H -1.790 0.288 5.055 0.3897
H -8.811 -0.674 0.674 0.3496
H 3.089 1.595 -4.746 0.1996
H -13.706 -0.427 2.237 0.3802
H 7.313 1.429 -4.597 -0.1603
H -11.524 -0.747 3.373 0.2519
H 2.374 -0.891 -8.153 0.4246
H 4.441 1.373 -5.827 0.3170
H 5.301 5.001 -4.201 0.3891
H 2.479 -0.278 -3.070 0.2074
H 2.176 4.302 3.972 0.3876
H 7.334 4.664 -2.602 0.4559
H -5.526 1.124 4.494 0.3635
H -9.557 0.601 2.626 0.1782
H 4.661 -1.007 -5.101 0.4088
H 7.904 0.980 -2.194 -0.0029
H -5.164 0.526 6.895 0.2463
H 2.320 1.311 -7.046 0.4535
H 2.342 -3.663 -0.964 0.2848
H 8.234 -0.896 -0.321 0.5120
H -3.045 -1.811 4.730 0.1234
H 8.576 -0.028 1.949 0.4229
H 1.698 0.037 -6.027 0.3321
H 5.232 3.451 -2.246 0.1453
H -4.920 -0.968 3.375 0.2758
H 9.008 1.552 -5.001 0.4072
H 3.262 0.760 2.372 1.1312
H -6.744 1.205 6.577 0.4064
H 7.565 3.106 -1.851 0.2621
H 1.756 1.312 1.721 0.7982
H 1.921 2.582 3.764 0.2996
H -6.178 -1.788 6.923 0.2785
H -3.272 1.235 4.974 0.3544
H -12.930 0.493 0.946 0.2980
H 4.831 0.140 -3.790 -0.4476
H 4.127 0.757 -8.821 0.3010
H -8.382 -2.931 3.660 0.3933
H 8.644 -0.194 -3.281 0.4490
H -8.822 -1.232 3.806 0.1520
H -9.218 -3.012 1.342 0.3453
H 5.217 0.108 -7.588 0.2397
H -10.497 -2.529 2.432 0.3037
H 3.425 -1.542 -6.916 0.2424
H -0.981 -2.569 1.125 0.3653
H 2.283 -1.461 -4.377 0.4291
H -7.548 -1.722 2.677 0.2077
H 4.238 3.625 -4.500 0.3654
H 0.300 -3.578 -1.504 0.6236
H 9.623 1.112 -2.606 0.3725
H 1.110 3.670 2.664 0.2745
H 3.444 -1.767 -3.083 0.3238
H -0.124 -4.076 0.905 0.6289
H 4.713 -0.903 -8.937 0.3935
H -12.595 -1.233 1.137 0.2856



no.,total energy (Eh),LUMO level (eV)
1,-7001.96795,-8.76
2,-8327.95286,-5.20